Here is one molecule with the formula CH3N5O from the OMol25 dataset. Energies are from ωB97M-V/def2-TZVPD.

Computed properties:
SMILES ... [H]/N=c1\[nH]nnn1O
Relative energy (zero: lowest compared OMol25 entry of this formula, charge and spin) ... 3.494 eV

Geometry (Å):
H: -1.81659 -1.78684 0.65630
N: -1.60805 -0.84036 0.64908
C: -0.46924 -0.68184 0.31887
N: 0.64643 -1.24220 -0.27088
N: 1.61184 -0.39783 -0.64638
N: 0.97753 0.76093 -0.59298
N: -0.16219 0.64507 -0.22379
O: -0.68425 1.77497 0.50056
H: 1.26000 -2.11109 -0.03462
H: -1.41288 1.30993 1.05527

=====

Here is one molecule with the formula C10H17BrN2O6S2 from the OMol25 dataset. Energies are from ωB97M-V/def2-TZVPD.

Computed properties:
SMILES ... CCN[C@@]1(CC(=O)Br)OS(=O)(=O)O[C@@]1(S)CC(=O)N(C)C

Geometry (Å):
C: -3.24486 -1.00131 2.12381
C: -2.47595 -0.97666 0.80641
N: -2.20699 0.39592 0.34921
C: -0.92337 1.00065 0.65921
C: -1.24497 2.50755 0.85627
C: -0.46603 3.32828 1.85287
O: -1.01176 4.01365 2.63596
Br: 1.46933 3.33920 1.83372
O: -0.49976 0.51597 1.94871
S: 0.82448 -0.34370 1.89855
O: 0.49969 -1.71581 1.71730
O: 1.70080 0.01612 2.94461
O: 1.35600 0.28795 0.54356
C: 0.27272 0.63481 -0.33029
S: 0.95340 2.05734 -1.26983
C: -0.09650 -0.46629 -1.32657
C: 0.92371 -0.81118 -2.41362
O: 0.60431 -0.54662 -3.55203
N: 2.15184 -1.43658 -2.16272
C: 3.31620 -0.58793 -2.46391
C: 2.28014 -2.18011 -0.90680
H: -2.95930 -0.16947 2.76191
H: -4.31511 -0.92005 1.94705
H: -3.06158 -1.93407 2.65302
H: -3.11687 -1.42862 0.04866
H: -1.59325 -1.60625 0.86270
H: -2.43126 0.51150 -0.62624
H: -2.25153 2.50578 1.26199
H: -1.28511 3.01883 -0.10126
H: 0.33283 1.79653 -2.42824
H: -0.43360 -1.35397 -0.79492
H: -0.95641 -0.09372 -1.87375
H: 3.89497 -1.02420 -3.27833
H: 3.96836 -0.50213 -1.59859
H: 3.01742 0.40271 -2.78928
H: 2.87858 -3.07044 -1.10668
H: 2.80684 -1.62821 -0.13327
H: 1.32261 -2.53548 -0.54920

=====

Here is C27H23N5O4SSrTe as an isolated structure from the OMol25 dataset. Energies are from ωB97M-V/def2-TZVPD.

Computed properties:
Relative energy (zero: lowest compared OMol25 entry of this formula, charge and spin) ... 0.367 eV

Geometry (Å):
Sr: 0.58365 -0.91304 -0.52640
O: -1.72458 0.37377 3.17019
C: -1.31044 -0.03571 2.09318
O: -0.17069 0.23236 1.53088
C: -2.20104 -0.97492 1.27637
C: -3.57642 -1.05788 1.41750
C: -4.27546 -1.87141 0.52231
C: -3.59788 -2.55107 -0.48521
C: -2.21399 -2.44905 -0.53526
N: -1.57061 -1.69272 0.35410
C: -1.36615 -2.98283 -1.71289
O: -1.96540 -3.19528 -2.76693
O: -0.10702 -3.00699 -1.45796
H: -4.07436 -0.48195 2.19090
H: -5.35608 -1.94386 0.59032
H: -4.11388 -3.13398 -1.23959
C: 4.99161 1.51427 3.50155
N: 4.71173 0.91850 2.19934
C: 3.49772 0.64379 1.70175
N: 2.43453 1.10503 2.35834
S: 3.43492 -0.26321 0.24133
H: 5.92200 1.10026 3.88405
H: 4.21646 1.24751 4.22081
H: 5.07422 2.60015 3.44784
H: 5.47459 0.53082 1.67308
H: 2.55583 1.69275 3.15985
H: 1.46472 0.91732 2.06834
Te: -0.16852 -0.20233 -3.69806
C: 0.48023 1.76799 -4.09986
C: 1.06385 2.55184 -3.10455
C: 1.46333 3.85350 -3.38327
C: 1.28825 4.37665 -4.65919
C: 0.71684 3.59570 -5.65767
C: 0.31477 2.29368 -5.38066
C: -2.05165 0.26841 -2.85951
C: -3.21667 -0.13458 -3.50263
C: -4.45388 0.14884 -2.93036
C: -4.52772 0.83353 -1.72320
C: -3.36380 1.23952 -1.07736
C: -2.12911 0.95205 -1.64218
H: 1.21909 2.15791 -2.11127
H: 1.91409 4.45520 -2.60304
H: 1.60030 5.39072 -4.87645
H: 0.58084 3.99877 -6.65301
H: -0.13227 1.68739 -6.16156
H: -3.16098 -0.68541 -4.43398
H: -5.36002 -0.16915 -3.43213
H: -5.49525 1.05186 -1.28297
H: -3.41443 1.77522 -0.13548
H: -1.23349 1.30622 -1.13795
N: 5.28237 -2.16462 3.93822
C: 4.14259 -2.27821 3.80567
C: 2.71116 -2.39702 3.63223
C: 1.83082 -2.02336 4.64636
C: 0.47350 -2.13718 4.42353
C: 0.04169 -2.62773 3.20140
N: 0.87326 -2.97773 2.22026
C: 2.18310 -2.86027 2.42520
H: 2.21609 -1.65081 5.58469
H: -0.25120 -1.84060 5.17301
H: -1.01972 -2.73251 2.99712
H: 2.84458 -3.14611 1.62090

=====

no.,HOMO (eV),HOMO-LUMO gap (eV)
1,-8.9,9.49
2,-9.5,9.78
3,-8.8,8.85